[1]
The following is a DFT calculation (the ωB97M-V functional and the def2-TZVPD basis) of a molecular structure, C23H28HoNO at a distorted geometry.

Last column: Löwdin charge in e.
Atoms and positions in Å:
C 1.279 -0.695 3.228  -0.208
C 0.983 0.572 2.625  -0.215
C -0.295 0.486 2.006  -0.190
H 1.597 1.481 2.668  0.112
C -0.781 -0.851 2.181  -0.195
C 0.182 -1.570 2.955  -0.214
H -1.768 -1.213 1.863  0.094
C 3.945 -1.008 0.221  -0.180
C 3.571 0.141 0.972  -0.217
C 2.749 0.969 0.148  -0.156
H 3.918 0.366 1.979  0.108
C 2.591 0.320 -1.119  -0.259
C 3.371 -0.894 -1.077  -0.120
H -0.855 1.314 1.549  0.103
H 0.102 -2.629 3.236  0.110
H 2.193 -0.948 3.786  0.117
H 3.485 -1.597 -1.916  0.120
H 2.346 1.952 0.410  0.114
H 4.565 -1.843 0.563  0.113
Ho 1.375 -1.134 0.775  1.397
C 1.364 0.484 -2.034  -0.489
C 1.622 -0.118 -3.418  -0.027
C 0.881 1.925 -2.094  -0.034
H 2.566 0.250 -3.846  0.102
H 0.813 0.167 -4.103  0.089
H 1.660 -1.216 -3.391  0.092
H 1.688 2.591 -2.430  0.101
H 0.523 2.285 -1.121  0.081
H 0.055 2.014 -2.810  0.085
C 0.312 -0.399 -1.304  -0.151
C -0.879 -1.203 -1.855  -0.391
H -0.079 0.192 -0.422  0.109
H 0.915 -1.349 -1.112  0.071
O -0.736 -2.445 -1.831  0.096
N -2.067 -0.484 -2.017  0.036
C -3.045 -0.571 -0.884  -0.123
H -2.512 -0.761 -2.888  0.133
C -3.231 0.715 -0.118  -0.237
C -3.921 0.656 1.100  -0.059
H -4.320 -0.302 1.442  0.120
C -4.091 1.810 1.863  -0.077
H -4.609 1.759 2.822  0.106
C -3.602 3.038 1.394  -0.089
H -3.740 3.951 1.985  0.104
C -2.939 3.100 0.160  -0.081
H -2.568 4.051 -0.229  0.103
C -2.754 1.936 -0.602  -0.053
H -2.263 1.956 -1.577  0.099
H -2.727 -1.380 -0.194  0.119
H -4.012 -0.888 -1.318  0.137
C 1.717 -3.465 0.891  -0.301
H 2.487 -3.555 1.686  -0.031
H 2.116 -3.937 -0.022  -0.035
H 0.824 -4.024 1.223  -0.040

The frontier orbital gap (spin up / spin down) comes out at 8.000 / 7.952 eV. The value obtained for the energy above the lowest of the compared OMol25 structures with the same formula, charge and spin is 0.0 kcal/mol. Its spin multiplicity is 5. The value obtained for the LUMO energy (spin up / spin down) is 0.25 / 0.25 eV.

[2]
The following is a DFT calculation (the ωB97M-V functional and the def2-TZVPD basis) of C3H4ClP in the gas phase at a distorted geometry.

Last column: Löwdin charge in e.
Atoms and positions in Å:
C 1.441 1.203 0.894  -0.275
C 0.947 0.357 0.019  -0.613
C -0.072 -0.518 -0.532  -0.114
P 2.632 0.901 -0.523  0.519
Cl 3.617 -0.737 0.160  0.100
H 1.212 1.876 1.812  0.097
H -1.114 -0.061 -0.176  0.123
H 0.061 -1.469 0.010  0.083
H -0.048 -0.641 -1.627  0.079

The SMILES is CC1=P(Cl)=C1. The frontier orbital gap comes out at 10.177 eV. The value obtained for the energy above the lowest of the compared OMol25 structures with the same formula, charge and spin is 1.3 kcal/mol. The value obtained for the LUMO energy is 0.95 eV.

[3]
The following is a DFT calculation (the ωB97M-V functional and the def2-TZVPD basis) of a molecular structure, C29H48BrF9N2O15S6 at a distorted geometry.

Last column: Löwdin charge in e.
Atoms and positions in Å:
O 3.938 -2.657 3.623  0.100
C 3.457 -1.758 2.988  -0.541
O 3.820 -1.545 1.719  0.108
C 2.429 -0.855 3.580  -0.057
C 1.958 0.350 2.713  -0.102
C 0.454 0.341 2.614  -0.156
C -0.221 -0.525 1.823  0.028
C -1.636 -0.587 1.756  -0.136
C -2.330 -1.602 0.877  -0.133
C -1.505 -2.785 0.340  -0.159
C -2.024 -4.168 0.780  -0.169
C -1.141 -4.849 1.817  -0.060
C -1.192 -4.187 3.207  -0.445
F -2.261 -3.358 3.302  0.105
F -0.090 -3.417 3.367  0.112
C -1.236 -5.226 4.344  -0.436
F -0.005 -5.753 4.427  0.138
F -2.079 -6.221 4.045  0.124
S -1.744 -4.557 6.056  0.760
F -1.262 -3.111 5.657  -0.119
F -3.185 -4.271 5.496  -0.119
F -2.200 -6.008 6.504  -0.128
F -0.313 -4.849 6.665  -0.126
F -2.204 -3.996 7.450  -0.107
C -2.407 0.282 2.516  -0.088
C -3.921 0.179 2.441  -0.129
C -4.716 1.348 2.958  -0.838
O -5.040 1.462 4.076  0.042
Br -5.291 2.698 1.688  0.729
C -1.706 1.213 3.341  -0.271
N -2.256 2.134 4.146  -0.234
S -1.094 2.939 4.853  1.038
N 0.195 2.198 4.218  -0.211
C -0.287 1.267 3.402  -0.313
H 4.575 -2.138 1.594  0.126
H 2.778 -0.516 4.547  0.132
H 1.571 -1.491 3.775  0.114
H 2.264 1.254 3.222  0.103
H 2.383 0.309 1.718  0.110
H 0.374 -1.196 1.220  0.120
H -2.769 -1.083 0.026  0.126
H -3.166 -2.011 1.429  0.092
H -0.453 -2.743 0.601  0.088
H -1.560 -2.743 -0.742  0.107
H -3.069 -4.131 1.068  0.114
H -1.998 -4.811 -0.097  0.113
H -1.363 -5.910 1.859  0.124
H -0.115 -4.767 1.475  0.134
H -4.284 -0.711 2.951  0.135
H -4.172 0.062 1.393  0.093
O -6.004 7.278 4.705  -0.275
S -6.674 6.571 3.657  0.557
O -5.954 6.148 2.499  -0.300
O -7.944 7.417 3.205  -0.265
C -7.735 8.803 2.865  -0.255
C -7.151 8.974 1.477  -0.073
C -7.540 5.194 4.324  -0.120
H -7.111 9.277 3.623  0.113
H -8.721 9.262 2.918  0.120
H -6.130 8.598 1.428  0.072
H -7.140 10.030 1.205  0.080
H -7.739 8.424 0.743  0.084
H -8.127 5.528 5.175  0.074
H -6.793 4.467 4.635  0.074
H -8.175 4.773 3.549  0.076
O 2.232 -2.463 -1.481  -0.285
S 2.395 -3.131 -2.738  0.561
O 2.257 -4.553 -2.811  -0.274
O 3.779 -2.702 -3.392  -0.263
C 4.966 -2.834 -2.586  -0.253
C 5.462 -4.265 -2.519  -0.070
C 1.353 -2.379 -3.936  -0.116
H 4.779 -2.427 -1.591  0.107
H 5.709 -2.198 -3.064  0.119
H 4.770 -4.898 -1.967  0.073
H 6.432 -4.300 -2.022  0.081
H 5.562 -4.682 -3.521  0.083
H 1.509 -1.304 -3.910  0.083
H 0.327 -2.621 -3.666  0.075
H 1.593 -2.782 -4.915  0.046
O 2.879 -2.300 -6.797  -0.280
S 3.710 -1.662 -7.773  0.570
O 3.692 -0.241 -7.911  -0.264
O 3.440 -2.332 -9.187  -0.260
C 2.071 -2.422 -9.639  -0.248
C 1.558 -1.106 -10.188  -0.071
C 5.370 -2.208 -7.578  -0.115
H 1.441 -2.791 -8.828  0.113
H 2.078 -3.180 -10.419  0.122
H 1.462 -0.358 -9.401  0.073
H 0.579 -1.250 -10.644  0.082
H 2.244 -0.710 -10.936  0.085
H 5.378 -3.292 -7.523  0.076
H 5.741 -1.775 -6.652  0.075
H 5.954 -1.852 -8.422  0.076
O 1.891 3.289 0.013  -0.276
S 2.494 4.064 -1.026  0.562
O 2.362 3.666 -2.392  -0.272
O 4.036 4.254 -0.683  -0.263
C 4.799 3.069 -0.378  -0.249
C 5.186 2.295 -1.623  -0.071
C 2.017 5.749 -0.865  -0.120
H 4.243 2.445 0.323  0.108
H 5.689 3.427 0.136  0.121
H 4.312 1.855 -2.103  0.071
H 5.875 1.491 -1.361  0.078
H 5.665 2.951 -2.349  0.084
H 2.169 6.059 0.165  0.075
H 0.964 5.810 -1.130  0.078
H 2.614 6.348 -1.548  0.075

The frontier orbital gap comes out at 8.138 eV. The value obtained for the LUMO energy is -0.23 eV.

[4]
The following is a DFT calculation (the ωB97M-V functional and the def2-TZVPD basis) of a molecular structure, C18H12N4O2SbSe7TcTe at a distorted geometry.

Last column: Löwdin charge in e.
Atoms and positions in Å:
Tc 0.468 -1.080 -0.143  0.956
O -3.066 -0.255 -1.876  0.166
C -1.907 -0.366 -1.680  -0.457
N -1.215 -0.105 -0.430  -0.077
C -1.485 1.014 0.315  -0.294
C -2.648 1.814 0.272  -0.023
C -2.703 2.900 1.089  -0.105
C -1.628 3.228 1.970  -0.089
C -0.498 2.475 2.019  -0.064
C -0.405 1.353 1.149  -0.257
N 0.667 0.502 1.021  -0.044
C 1.550 0.365 2.163  -0.425
O 2.257 1.185 2.636  0.179
C 1.326 -0.999 2.746  -0.226
C 1.709 -1.322 4.010  0.030
C 1.296 -2.546 4.529  -0.017
C 0.524 -3.375 3.745  -0.019
C 0.195 -2.979 2.455  -0.139
N 0.588 -1.803 1.964  -0.041
C -0.894 -0.717 -2.736  -0.325
C -1.243 -0.812 -4.045  0.024
C -0.230 -0.947 -4.983  -0.010
C 1.076 -0.972 -4.547  -0.009
C 1.339 -0.917 -3.188  -0.177
N 0.369 -0.810 -2.295  -0.134
H -3.458 1.565 -0.392  0.116
H -3.582 3.532 1.068  0.103
H -1.702 4.110 2.599  0.123
H 0.329 2.747 2.653  0.092
H 2.310 -0.615 4.572  0.138
H 1.565 -2.833 5.541  0.122
H 0.164 -4.328 4.113  0.119
H -0.394 -3.600 1.804  0.020
H -2.293 -0.753 -4.309  0.139
H -0.461 -1.004 -6.042  0.123
H 1.908 -1.032 -5.243  0.124
H 2.342 -0.936 -2.814  0.028
Se 2.825 -1.509 -0.248  0.184
Se 3.224 -3.365 -1.567  -0.083
Te 1.377 -4.908 -0.776  0.358
Se -0.504 -3.276 -0.768  0.058
Se 1.081 4.076 -3.193  -0.017
Sb 0.044 4.596 -0.844  -0.098
Se 0.062 2.293 -1.983  0.085
Se 1.816 4.818 0.710  -0.084
Se -2.095 5.592 -1.038  -0.079

The frontier orbital gap (spin up / spin down) comes out at 4.082 / 4.090 eV. The value obtained for the energy above the lowest of the compared OMol25 structures with the same formula, charge and spin is 12.3 kcal/mol. The value obtained for the LUMO energy (spin up / spin down) is -2.89 / -2.88 eV.